{
  "formula": "C37H46ClF5N8O2RuSe",
  "method": "ωB97M-V/def2-TZVPD",
  "e_lumo_ev": [-4.41, -3.56],
  "mol_weight_g_mol": 945.302,
  "relative_energy_ev": 0.000,
  "energy_ev": -149162.408,
  "total_charge": 1,
  "multiplicity": 2,
  "homo_energy_ev": [-9.820, -9.893],
  "gap_ev": [5.41, 6.33],
  "symbols": ["Ru", "C", "N", "C", "C", "N", "C", "C", "C", "C", "C", "C", "C", "C", "C", "N", "C", "N", "C", "C", "N", "C", "C", "C", "N", "C", "C", "H", "H", "H", "H", "H", "H", "H", "H", "H", "H", "H", "H", "H", "H", "H", "H", "H", "H", "H", "H", "H", "H", "H", "H", "H", "H", "H", "H", "H", "H", "Cl", "C", "C", "C", "C", "C", "C", "C", "O", "O", "H", "H", "H", "H", "C", "C", "C", "C", "N", "N", "H", "H", "H", "H", "H", "H", "H", "H", "H", "H", "H", "H", "F", "C", "C", "F", "C", "F", "C", "Se", "C", "F", "C", "F"],
  "coordinates": [[-0.6843, -0.7662, 0.4199], [-3.1175, 3.2348, 1.1066], [-2.1108, 2.3136, 1.5859], [-2.6601, 1.1301, 2.2061], [-0.7888, 2.4054, 1.3273], [-0.0429, 1.3194, 1.1992], [1.1444, 1.1799, 1.8821], [1.2435, 1.8522, 3.1039], [2.3634, 1.7637, 3.9152], [3.3900, 0.9309, 3.5600], [3.3244, 0.1781, 2.3697], [4.3818, -0.7091, 2.0835], [4.3556, -1.4880, 0.9570], [3.2964, -1.3681, 0.0727], [2.2582, -0.4510, 0.2715], [1.3072, -0.3574, -0.7247], [1.6714, -0.5011, -1.9848], [2.8107, 0.0884, -2.4841], [3.4527, 1.1690, -1.7717], [3.7500, -0.6654, -3.2934], [0.8848, -1.1483, -2.8630], [0.8832, -0.8743, -4.2808], [-0.1940, -2.0056, -2.4306], [2.2160, 0.3171, 1.4782], [-0.2738, 3.6615, 1.1172], [1.0520, 3.8106, 0.5615], [-0.6713, 4.7635, 1.9767], [-3.8370, 2.6820, 0.4936], [-2.6719, 4.0301, 0.5164], [-3.6660, 3.6746, 1.9428], [-3.0689, 0.4299, 1.4596], [-3.4697, 1.4270, 2.8728], [-1.8965, 0.6206, 2.7917], [0.3898, 2.4318, 3.4303], [2.4110, 2.3366, 4.8285], [4.2458, 0.8227, 4.2074], [5.2067, -0.7689, 2.7765], [5.1530, -2.1787, 0.7321], [3.2738, -1.9861, -0.8137], [2.7183, 1.7393, -1.2103], [3.9251, 1.8226, -2.5054], [4.2245, 0.8120, -1.0838], [3.3025, -1.5814, -3.6654], [4.6241, -0.9294, -2.6888], [4.0917, -0.0581, -4.1325], [1.5600, -0.0565, -4.5111], [-0.1287, -0.5892, -4.5740], [1.1710, -1.7635, -4.8463], [-0.1108, -2.2147, -1.3491], [-0.1428, -2.9580, -2.9647], [-1.1567, -1.5328, -2.6495], [1.1894, 3.0865, -0.2401], [1.8421, 3.6594, 1.3059], [1.1424, 4.8188, 0.1574], [-1.4584, 4.4498, 2.6555], [-1.0276, 5.6121, 1.3908], [0.1880, 5.0868, 2.5697], [1.0123, -4.9288, 7.8469], [0.8792, -4.0771, 6.3544], [0.4303, -2.7628, 6.3690], [0.2405, -2.1063, 5.1724], [0.5166, -2.7464, 3.9663], [1.0057, -4.0486, 3.9629], [1.1889, -4.7147, 5.1595], [0.1789, -2.0509, 2.7011], [-0.6137, -1.0711, 2.7741], [0.6200, -2.4419, 1.5950], [0.2081, -2.2849, 7.3109], [-0.1312, -1.0931, 5.1543], [1.2198, -4.5324, 3.0220], [1.5427, -5.7332, 5.1747], [-1.9017, 3.6007, -2.3927], [-1.4413, 2.3824, -3.2067], [-0.2960, 2.7950, -4.1346], [-2.6062, 1.8493, -4.0439], [-0.9178, 1.2911, -2.3668], [-1.8045, 0.7797, -1.3743], [-2.0902, 4.4240, -3.0735], [-1.1377, 3.9116, -1.6807], [-2.8291, 3.4000, -1.8599], [-0.6305, 3.5853, -4.8013], [0.0230, 1.9494, -4.7367], [0.5569, 3.1630, -3.5670], [-2.9225, 2.6161, -4.7460], [-3.4634, 1.5846, -3.4258], [-2.2885, 0.9715, -4.6017], [-0.0788, 1.6099, -1.8864], [-2.5677, 0.3032, -1.8556], [-2.2226, 1.5392, -0.8265], [-4.1145, -5.7040, -3.8873], [-3.7829, -4.9673, -2.8306], [-3.2427, -5.5640, -1.6902], [-3.0771, -6.8841, -1.6547], [-2.8848, -4.7791, -0.6022], [-2.3478, -5.3418, 0.4802], [-3.0519, -3.3923, -0.6099], [-2.5631, -2.3236, 0.8803], [-3.6232, -2.8339, -1.7512], [-3.8164, -1.4988, -1.7655], [-3.9688, -3.5863, -2.8608], [-4.4726, -2.9979, -3.9493]],
  "forces_ev_per_angstrom": [[1.5, 1.0, 0.4], [-0.1, 0.3, -0.1], [0.3, 0.0, -0.2], [-0.1, -0.5, 0.2], [0.0, 0.4, -0.4], [-1.0, -1.7, -1.4], [0.9, 0.6, 1.3], [-0.3, -0.4, -0.8], [0.6, -0.2, 0.1], [-0.3, 0.3, 0.2], [-0.1, 0.1, 0.0], [0.1, -0.3, -0.4], [0.3, 0.2, 0.5], [-0.9, 0.7, 0.0], [1.7, -0.6, 0.4], [-2.1, 0.0, 0.8], [-0.2, 0.2, -0.4], [-0.3, -0.2, 0.3], [0.1, 0.3, 0.1], [0.1, -0.1, -0.1], [0.3, 0.0, 0.3], [0.0, 0.1, -0.2], [-0.1, -0.2, 0.4], [0.0, 0.0, -0.2], [-0.1, -0.5, 0.4], [0.2, 0.0, -0.3], [-0.1, 0.2, 0.1], [0.0, 0.1, 0.0], [0.0, 0.0, 0.0], [0.0, 0.0, 0.0], [0.1, 0.2, 0.2], [0.0, 0.1, 0.0], [-0.1, 0.0, -0.1], [0.0, 0.0, 0.1], [0.0, 0.0, 0.1], [0.1, -0.1, 0.0], [0.1, 0.0, 0.1], [0.1, -0.1, 0.1], [-0.1, -0.1, 0.0], [0.0, 0.0, 0.0], [0.0, 0.0, 0.0], [0.0, 0.0, 0.0], [0.0, 0.0, 0.0], [0.0, 0.0, 0.0], [0.0, -0.1, -0.1], [0.0, 0.0, 0.0], [0.0, 0.0, 0.0], [0.0, 0.0, 0.0], [0.0, -0.1, -0.5], [0.0, 0.0, 0.0], [0.0, 0.0, 0.1], [0.1, 0.0, 0.0], [-0.1, 0.0, 0.0], [0.0, 0.0, -0.1], [0.0, 0.0, 0.0], [0.0, 0.0, 0.0], [0.0, 0.0, 0.0], [0.1, -0.1, 0.1], [0.0, 0.2, -0.3], [0.0, -0.2, 0.1], [0.1, 0.0, -0.2], [0.0, 0.0, 0.1], [0.0, 0.3, 0.0], [0.0, -0.1, 0.2], [0.0, -0.3, 0.2], [-0.5, 0.6, -1.2], [-0.5, 0.8, -0.9], [0.0, 0.0, 0.1], [-0.1, 0.1, 0.0], [0.0, 0.0, -0.1], [0.0, -0.1, 0.0], [0.1, -0.3, -0.2], [-0.2, 0.2, -0.1], [-0.2, -0.2, 0.2], [0.3, 0.1, 0.2], [0.4, -0.2, 0.0], [0.0, -0.4, 0.8], [-0.1, 0.2, 0.0], [0.1, 0.0, 0.1], [-0.1, 0.0, 0.1], [0.0, 0.1, 0.0], [0.1, -0.1, -0.1], [0.1, 0.1, 0.1], [-0.1, 0.0, -0.1], [-0.1, 0.0, 0.0], [0.0, -0.1, -0.1], [-0.1, -0.1, 0.1], [0.2, -0.1, 0.2], [0.0, -0.2, -0.1], [0.1, 0.1, 0.3], [0.1, 0.2, 0.2], [-0.1, 0.0, -0.1], [0.0, 0.1, 0.0], [0.2, 0.5, 0.3], [-0.1, -0.3, -0.3], [-0.2, 0.1, -0.9], [0.4, -0.1, 0.6], [0.3, -0.1, 0.4], [-0.1, -0.1, -0.4], [0.0, 0.0, 0.0], [0.0, -0.1, 0.1]]
}

---

{
  "formula": "C37H47ClGe2N4O3PbS",
  "method": "ωB97M-V/def2-TZVPD",
  "e_lumo_ev": [-1.67, -3.05],
  "mol_weight_g_mol": 1015.748,
  "energy_ev": -192867.564,
  "total_charge": 1,
  "multiplicity": 2,
  "homo_energy_ev": [-9.238, -10.679],
  "gap_ev": [7.57, 7.63],
  "symbols": ["Pb", "N", "C", "S", "N", "C", "C", "C", "C", "C", "C", "H", "H", "H", "H", "H", "H", "H", "H", "C", "C", "N", "C", "C", "N", "C", "C", "H", "H", "H", "H", "H", "H", "H", "H", "H", "H", "H", "H", "C", "Ge", "C", "C", "Ge", "C", "C", "C", "C", "C", "C", "C", "C", "C", "C", "C", "C", "H", "H", "H", "H", "H", "H", "H", "H", "H", "H", "H", "H", "H", "H", "H", "H", "H", "H", "H", "C", "C", "C", "C", "Cl", "C", "C", "C", "O", "C", "C", "O", "O", "H", "H", "H", "H", "H", "H", "H", "H"],
  "coordinates": [[-0.7111, -2.3845, 0.1473], [-2.8721, -1.2947, -3.2232], [-2.7146, -2.6070, -3.3699], [-1.7580, -3.5609, -2.3256], [-3.3430, -3.2124, -4.3894], [-4.1186, -2.5336, -5.3862], [-5.4051, -2.1065, -5.0842], [-6.1490, -1.4431, -6.0490], [-5.6115, -1.2217, -7.3094], [-4.3284, -1.6595, -7.6073], [-3.5744, -2.3117, -6.6432], [-2.3263, -0.8114, -2.5232], [-3.3953, -0.7615, -3.8992], [-3.1706, -4.2012, -4.4824], [-5.8179, -2.3059, -4.1031], [-7.1527, -1.1112, -5.8196], [-6.1961, -0.7118, -8.0632], [-3.9114, -1.4910, -8.5911], [-2.5693, -2.6518, -6.8585], [-4.0622, -1.8750, 0.0179], [-5.4737, -1.9627, 0.6501], [-5.4378, -2.7867, 1.8554], [-4.8396, -4.0793, 1.5306], [-3.3586, -3.8960, 1.1176], [-3.0690, -2.4485, 0.9547], [-3.2160, -1.7876, 2.2745], [-4.6092, -2.1224, 2.8605], [-3.7777, -0.8475, -0.1994], [-3.9964, -2.4458, -0.9092], [-6.1850, -2.3980, -0.0531], [-5.8444, -0.9740, 0.9241], [-5.4177, -4.5294, 0.7222], [-4.9209, -4.7349, 2.3977], [-3.1361, -4.3954, 0.1733], [-2.6753, -4.2843, 1.8753], [-3.0805, -0.7144, 2.1250], [-2.4056, -2.1251, 2.9207], [-5.1157, -1.2162, 3.1942], [-4.5226, -2.7855, 3.7220], [3.3031, 2.1582, -1.8160], [4.5481, 1.4656, -0.4855], [5.3549, 2.8825, 0.5897], [5.9617, 0.4506, -1.3837], [3.4933, -0.4085, 0.7872], [-0.8374, -0.3012, -0.8187], [-1.5336, 0.7829, -0.2754], [-1.5247, 2.0332, -0.8831], [-0.7990, 2.2317, -2.0519], [-0.0821, 1.1772, -2.5991], [-0.1043, -0.0726, -1.9866], [4.3720, -0.6522, 2.5082], [5.7282, -0.3312, 2.5999], [6.4004, -0.4163, 3.8098], [5.7206, -0.8207, 4.9514], [4.3740, -1.1518, 4.8732], [3.7073, -1.0735, 3.6594], [3.8176, 2.8851, -2.4464], [2.4435, 2.6410, -1.3582], [2.9486, 1.3394, -2.4431], [6.0747, 3.3978, -0.0500], [5.8835, 2.4784, 1.4516], [4.6132, 3.6019, 0.9365], [6.5287, 1.1264, -2.0264], [5.5428, -0.3454, -1.9984], [6.6545, 0.0056, -0.6707], [-2.0890, 0.6603, 0.6508], [-2.0802, 2.8542, -0.4450], [-0.7920, 3.2030, -2.5301], [0.4888, 1.3271, -3.5074], [0.4504, -0.8863, -2.4501], [6.2710, 0.0006, 1.7195], [7.4514, -0.1638, 3.8648], [6.2397, -0.8831, 5.8987], [3.8452, -1.4773, 5.7601], [2.6596, -1.3542, 3.6159], [1.1054, 4.0670, 0.9937], [2.1967, 4.0190, 2.0308], [2.7724, 5.1889, 2.5186], [3.7654, 5.1363, 3.4825], [4.4665, 6.6120, 4.0593], [4.2149, 3.9253, 3.9871], [3.6603, 2.7536, 3.5027], [2.6694, 2.8123, 2.5365], [2.2062, 1.6110, 2.0047], [0.9994, 1.1460, 2.5538], [0.7422, -0.2262, 1.9777], [-0.3299, -0.7839, 2.1977], [1.6701, -0.7842, 1.2682], [1.2518, 4.9099, 0.3189], [0.1297, 4.1965, 1.4701], [1.0629, 3.1533, 0.4035], [2.4443, 6.1494, 2.1425], [4.9960, 3.9042, 4.7340], [4.0037, 1.7852, 3.8499], [0.1557, 1.7892, 2.3005], [1.0513, 1.0605, 3.6433]],
  "forces_ev_per_angstrom": [[0.1, 0.0, 0.0], [0.0, 0.0, 0.0], [0.0, -0.1, -0.1], [0.0, 0.0, 0.0], [0.0, 0.1, 0.1], [0.0, 0.0, 0.0], [0.0, 0.0, 0.0], [0.0, 0.0, 0.0], [0.0, 0.0, 0.0], [0.0, 0.0, 0.0], [0.0, 0.0, 0.0], [0.0, 0.0, 0.0], [0.0, 0.0, 0.0], [0.0, 0.0, 0.0], [0.0, 0.0, 0.0], [0.0, 0.0, 0.0], [0.0, 0.0, 0.0], [0.0, 0.0, 0.0], [0.0, 0.0, 0.0], [-0.1, -0.1, 0.0], [0.0, 0.0, 0.0], [0.0, 0.0, 0.0], [0.0, 0.0, 0.0], [0.0, 0.0, 0.0], [0.0, 0.0, 0.0], [0.0, 0.0, 0.0], [0.0, 0.0, 0.0], [0.0, 0.1, 0.0], [0.0, 0.0, 0.0], [0.0, 0.0, 0.0], [0.0, 0.0, 0.0], [0.0, 0.0, 0.0], [0.0, 0.0, 0.0], [0.0, 0.0, 0.0], [0.0, 0.0, 0.0], [0.0, -0.1, 0.0], [0.0, 0.0, 0.0], [0.0, 0.0, 0.0], [0.0, 0.0, 0.0], [0.0, -0.1, 0.0], [-0.1, 0.0, -0.1], [0.0, 0.0, 0.0], [0.0, 0.0, 0.0], [0.1, -0.2, 0.2], [0.0, 0.0, 0.0], [0.0, 0.0, 0.1], [0.0, 0.0, 0.0], [0.0, 0.0, 0.0], [0.0, 0.0, 0.0], [0.0, 0.0, 0.0], [0.0, 0.1, 0.0], [0.0, 0.0, -0.1], [0.0, 0.0, 0.1], [0.0, 0.0, 0.0], [0.0, 0.0, 0.0], [-0.1, -0.1, 0.0], [0.0, 0.0, 0.0], [0.0, 0.0, 0.0], [0.0, 0.0, 0.0], [0.0, 0.0, 0.0], [0.0, 0.0, 0.0], [0.1, 0.0, 0.0], [0.0, 0.0, 0.0], [0.0, 0.0, 0.0], [0.0, 0.0, 0.0], [0.0, 0.0, 0.0], [0.0, 0.0, 0.0], [0.0, 0.0, 0.0], [0.0, 0.0, 0.0], [0.0, 0.0, 0.0], [0.0, 0.0, 0.0], [0.0, 0.0, 0.0], [0.0, 0.0, 0.0], [0.0, 0.0, 0.0], [0.0, 0.0, 0.0], [0.0, 0.1, 0.1], [-0.1, 0.0, 0.0], [0.0, 0.0, 0.0], [0.0, 0.0, 0.0], [0.0, 0.0, 0.0], [0.0, 0.0, 0.0], [0.0, 0.0, 0.0], [0.1, 0.0, 0.0], [0.1, 0.3, 0.0], [0.0, -0.3, -0.1], [0.0, -0.1, 0.2], [0.0, 0.1, 0.0], [-0.1, 0.1, -0.2], [0.0, 0.0, 0.0], [0.0, 0.0, 0.0], [0.0, 0.0, 0.0], [0.0, 0.0, 0.0], [0.0, 0.0, 0.0], [0.0, 0.0, 0.0], [-0.1, 0.1, -0.1], [0.1, 0.0, 0.0]]
}